Density functional theory data (ωB97M-V with the def2-TZVPD basis set) for C41H33Cl2N6O2Re as an isolated structure.

## Properties
Orbital gap (spin up / spin down) = 0.2206 / 0.2005 Ha
HOMO level (spin up / spin down) = -12.79 / -12.79 eV
DFT total energy = -83247.448 eV
Total charge = +2
Lowest unoccupied orbital energy (spin up / spin down) = -6.79 / -7.34 eV

Last column: Löwdin charge in e.
Element x y z (Å)
Re  -0.27356  -0.60966  1.28940  1.564
C  -3.56126  4.49330  -1.45457  -0.022
C  -2.50375  3.61854  -0.83139  -0.246
C  -1.31896  3.33320  -1.51528  -0.018
C  -0.35082  2.52335  -0.95366  -0.047
C  -0.53351  1.99390  0.31707  -0.270
N  0.43283  1.11675  0.91316  -0.061
C  1.69572  1.65475  1.28101  -0.140
C  2.03520  2.95508  0.88221  0.014
C  3.23739  3.53797  1.21135  -0.002
C  4.15714  2.87221  2.01434  -0.229
C  5.44336  3.52004  2.44966  -0.019
C  3.81291  1.60155  2.45464  0.038
C  2.63079  0.98098  2.08817  -0.090
N  2.41137  -0.32313  2.61984  -0.058
C  3.33328  -1.17590  3.09245  -0.008
C  2.68735  -2.22188  3.70906  -0.002
C  1.34263  -1.94663  3.54916  -0.106
N  1.15177  -0.78655  2.88627  -0.071
C  -1.71746  2.24626  0.99736  -0.136
C  -2.69361  3.04901  0.42172  0.032
N  -1.96988  1.67988  2.29207  -0.036
C  -2.66176  2.21537  3.32050  -0.006
C  -2.70706  1.29119  4.33589  -0.002
C  -1.99531  0.19182  3.85546  -0.078
N  -1.55905  0.42794  2.62143  -0.091
H  -3.14370  5.46023  -1.73857  0.097
H  -4.39150  4.66882  -0.77299  0.085
H  -3.95730  4.03479  -2.36259  0.093
H  -1.16120  3.74367  -2.50659  0.134
H  0.55488  2.27599  -1.49745  0.134
H  1.33402  3.52890  0.29775  0.110
H  3.45607  4.53737  0.85613  0.130
H  5.68671  4.37980  1.82832  0.088
H  6.27399  2.81580  2.40994  0.092
H  5.35872  3.86895  3.48161  0.100
H  4.48335  1.09026  3.13229  0.125
H  4.38583  -0.99351  2.95062  0.142
H  3.13427  -3.08229  4.17744  0.125
H  0.49201  -2.53748  3.85425  0.123
H  -3.62284  3.22412  0.95267  0.129
H  -3.05221  3.21928  3.26142  0.145
H  -3.17715  1.40098  5.29839  0.121
H  -1.77854  -0.74852  4.33863  0.124
Cl  0.60574  -2.58264  -5.24231  0.793
C  -0.82937  -1.83875  -4.63987  -0.562
C  -1.95181  -1.87977  -5.45142  -0.074
C  -3.19064  -1.41385  -5.02308  -0.054
C  -3.29851  -0.90056  -3.74664  -0.094
C  -2.14561  -0.84382  -2.98528  -0.371
Cl  -2.36887  0.03732  -1.43752  1.138
C  -0.87069  -1.28543  -3.34955  -0.259
N  0.17713  -1.20072  -2.46156  0.093
C  1.58294  -1.08804  -2.72000  -0.253
C  2.05559  -0.04651  -3.49955  -0.041
C  3.41812  0.09971  -3.72086  -0.063
C  4.30497  -0.79507  -3.13978  -0.060
C  3.82198  -1.83071  -2.34852  -0.018
C  2.46080  -1.99858  -2.13055  -0.170
C  1.94474  -3.15515  -1.30200  -0.021
C  1.45216  -2.82237  0.08852  -0.535
O  1.34314  -3.62635  0.97826  0.094
O  1.09966  -1.53139  0.21872  -0.244
H  -1.84762  -2.32453  -6.43238  0.119
H  -4.05654  -1.47105  -5.66735  0.122
H  -4.24118  -0.53736  -3.35736  0.115
H  -0.05779  -1.16195  -1.48291  0.060
H  1.34646  0.63903  -3.95354  0.121
H  3.78251  0.90642  -4.34432  0.112
H  5.36830  -0.70101  -3.31636  0.112
H  4.51426  -2.54404  -1.91505  0.122
H  2.68279  -3.94873  -1.20481  0.137
H  1.07516  -3.59245  -1.80522  0.141
C  -1.72431  -0.91993  0.03082  -0.469
C  -2.60274  -2.00272  0.45609  -0.319
C  -1.96340  -2.87039  1.35831  -0.078
C  -2.68669  -3.83845  2.04473  -0.037
C  -4.04630  -3.96397  1.80718  -0.038
C  -4.68364  -3.11834  0.89897  -0.035
C  -3.97497  -2.13688  0.22995  -0.030
H  -0.86786  -2.88637  1.45917  0.072
H  -2.17966  -4.52086  2.71468  0.123
H  -4.61293  -4.73354  2.31499  0.121
H  -5.74546  -3.22705  0.71802  0.122
H  -4.49100  -1.46961  -0.44927  0.104

Atoms 1-6, force components in eV/Å:
Re -0.52 0.32 -1.40
C 0.08 -0.06 0.03
C -0.09 0.09 -0.09
C -0.01 0.02 -0.03
C -0.01 0.03 -0.11
C 0.37 -0.13 -0.04


Density functional theory data (ωB97M-V with the def2-TZVPD basis set) for C41H33ClMnN3OP2 as an isolated structure.

## Properties
Orbital gap (spin up / spin down) = 0.2483 / 0.2538 Ha
2S+1 = 2
HOMO level (spin up / spin down) = -10.04 / -10.25 eV
DFT total energy = -111986.499 eV
Total charge = +1
Lowest unoccupied orbital energy (spin up / spin down) = -3.28 / -3.34 eV

Last column: Löwdin charge in e.
Element x y z (Å)
Mn  -0.51200  -0.42718  -0.24160  0.388
Cl  -4.45389  3.75331  3.93780  0.678
C  -3.37804  3.05179  2.77739  -0.683
C  -3.20553  3.67447  1.53147  -0.089
C  -2.36601  3.12720  0.59696  -0.006
C  -1.67216  1.91458  0.83089  -0.360
O  -0.93730  1.43548  -0.12769  -0.152
C  -1.82922  1.31778  2.11939  -0.148
C  -0.97667  0.25225  2.54581  -0.036
N  -0.27717  -0.45709  1.72212  0.012
C  0.80393  -1.24133  2.13533  -0.198
C  1.00234  -1.83187  3.36055  0.011
C  2.20944  -2.50638  3.62726  -0.049
C  3.21517  -2.56358  2.70047  -0.020
C  3.03742  -1.97600  1.42581  -0.160
C  4.01066  -1.98974  0.40380  0.022
C  3.72568  -1.41517  -0.80564  -0.022
C  2.45703  -0.85426  -1.01536  -0.091
N  1.52239  -0.82695  -0.08646  0.041
C  1.80939  -1.34889  1.13847  -0.179
C  -2.67757  1.91604  3.07517  -0.064
H  -3.74050  4.59028  1.31864  0.114
H  -2.22531  3.59964  -0.36592  0.126
H  -0.84537  0.12240  3.61917  0.139
H  0.24097  -1.78513  4.12784  0.118
H  2.34056  -2.97003  4.59567  0.116
H  4.15023  -3.05992  2.92536  0.122
H  4.97080  -2.45356  0.59080  0.129
H  4.44780  -1.39922  -1.60897  0.116
H  2.19827  -0.43406  -1.97954  0.122
H  -2.77160  1.46517  4.05541  0.118
C  -3.14949  -3.00625  1.10765  -0.149
N  -2.77279  -2.70454  -0.29636  -0.447
P  -2.89783  -0.97081  -0.49498  1.009
C  -2.66850  -0.68434  -2.28087  -0.331
C  -3.66837  -0.77258  -3.24521  -0.061
C  -3.38991  -0.51826  -4.57722  -0.055
C  -2.10600  -0.15916  -4.96450  -0.053
C  -1.10211  -0.04348  -4.01487  -0.049
C  -1.38719  -0.30066  -2.67977  -0.135
C  -4.65044  -0.62906  -0.23529  -0.341
C  -5.63125  -1.56350  -0.57106  -0.112
C  -6.96769  -1.25413  -0.38914  -0.065
C  -7.33044  -0.01546  0.12776  -0.063
C  -6.35854  0.91186  0.46768  -0.055
C  -5.01591  0.60513  0.29325  -0.061
P  -1.07884  -2.92367  -0.65699  1.014
C  -0.62104  -4.48195  0.14665  -0.342
C  0.60080  -4.59347  0.79801  -0.075
C  1.00542  -5.81551  1.32266  -0.063
C  0.18658  -6.92438  1.19894  -0.064
C  -1.03539  -6.82015  0.54096  -0.060
C  -1.43428  -5.60948  0.00869  -0.090
C  -1.04522  -3.43026  -2.39572  -0.359
C  0.19805  -3.40714  -3.02489  -0.099
C  0.32359  -3.83820  -4.33458  -0.072
C  -0.79544  -4.28358  -5.02529  -0.071
C  -2.03454  -4.30257  -4.40322  -0.064
C  -2.16239  -3.88130  -3.08692  -0.088
H  -4.23320  -3.07198  1.17711  0.078
H  -2.80586  -2.22902  1.80598  0.074
H  -2.72234  -3.95218  1.41939  0.065
H  -4.67413  -1.03773  -2.94688  0.104
H  -4.17741  -0.59367  -5.31534  0.113
H  -1.88929  0.04379  -6.00477  0.113
H  -0.10419  0.25124  -4.31070  0.115
H  -0.48926  -0.14856  -2.05417  0.063
H  -5.34202  -2.52923  -0.96972  0.107
H  -7.72905  -1.97802  -0.64785  0.110
H  -8.37618  0.22225  0.27088  0.111
H  -6.64098  1.87186  0.87942  0.112
H  -4.25623  1.32642  0.56846  0.078
H  1.24147  -3.72910  0.90198  0.076
H  1.95860  -5.89482  1.82878  0.108
H  0.49736  -7.87644  1.60831  0.111
H  -1.67078  -7.68967  0.43704  0.112
H  -2.37581  -5.53518  -0.52367  0.113
H  1.07338  -3.05879  -2.48438  0.094
H  1.29160  -3.82573  -4.81833  0.108
H  -0.70013  -4.61640  -6.05036  0.109
H  -2.90615  -4.64764  -4.94417  0.110
H  -3.12819  -3.88666  -2.59807  0.099

Atoms 1-6, force components in eV/Å:
Mn -0.45 -0.65 0.99
Cl -0.06 0.03 0.06
C 0.07 -0.08 -0.02
C 0.05 -0.07 0.00
C 0.00 0.03 -0.01
C -0.04 0.05 0.10


Density functional theory data (ωB97M-V with the def2-TZVPD basis set) for C41H34N5O3SeTeTi as an isolated structure.

## Properties
Orbital gap (spin up / spin down) = 0.2460 / 0.2207 Ha
2S+1 = 2
HOMO level (spin up / spin down) = -13.61 / -13.61 eV
DFT total energy = -152400.950 eV
Total charge = +2
Lowest unoccupied orbital energy (spin up / spin down) = -6.92 / -7.61 eV

Last column: Löwdin charge in e.
Element x y z (Å)
Ti  -0.58248  -0.69776  1.60008  0.914
C  3.65610  -1.42581  -3.24308  -0.003
C  2.68111  -1.18190  -2.10131  -0.348
C  1.36932  -1.89364  -2.34653  0.103
C  0.48717  -2.17967  -1.38902  -0.052
C  -0.88346  -2.74117  -1.63557  -0.269
O  -1.82237  -2.21824  -1.05578  0.073
C  -1.08976  -3.77736  -2.67324  -0.158
C  -2.34475  -3.85269  -3.27568  -0.009
C  -2.59558  -4.81846  -4.23253  -0.050
C  -1.59819  -5.72534  -4.57757  -0.050
C  -0.35226  -5.66464  -3.96993  -0.054
C  -0.09257  -4.68369  -3.02442  -0.027
C  0.73916  -1.57759  -0.05086  -0.397
O  0.07547  -2.23993  1.06671  -0.143
C  2.56936  -0.12703  0.78620  0.022
C  3.47461  0.05094  -0.37358  -0.040
C  2.06016  0.71467  1.81779  -0.149
N  0.92173  0.38756  2.41780  -0.020
C  0.40157  1.31806  3.46329  -0.268
C  -0.43023  2.44008  2.83682  -0.402
Te  -2.25489  1.66964  1.99084  1.500
C  -2.36631  2.90799  0.30990  -0.560
C  -1.95610  4.23127  0.41250  -0.136
C  -2.14479  5.07908  -0.67615  -0.066
C  -2.74432  4.60677  -1.83594  -0.061
C  -3.15371  3.28237  -1.92345  -0.054
C  -2.96550  2.42336  -0.84854  -0.151
C  2.85986  1.92677  2.14635  -0.192
C  2.90673  2.95961  1.21302  -0.023
C  3.69077  4.07837  1.46072  -0.043
C  4.43853  4.15678  2.62669  -0.047
C  4.40703  3.11739  3.54875  -0.044
C  3.62104  1.99953  3.31152  -0.026
H  3.72933  -2.48989  -3.47439  0.099
H  4.65480  -1.06847  -2.98571  0.102
H  3.33007  -0.89638  -4.14012  0.105
H  1.14957  -2.19842  -3.36596  0.146
H  -3.11043  -3.14439  -2.98823  0.118
H  -3.56415  -4.86916  -4.71112  0.114
H  -1.79636  -6.48460  -5.32266  0.116
H  0.41443  -6.38117  -4.23121  0.113
H  0.87570  -4.64568  -2.54118  0.116
H  4.41813  0.57761  -0.25864  0.163
H  1.22486  1.73699  4.03585  0.117
H  -0.20786  0.75218  4.16802  0.063
H  0.11200  2.91659  2.02108  0.056
H  -0.69795  3.18571  3.58134  0.071
H  -1.53042  4.62633  1.32608  0.103
H  -1.84206  6.11566  -0.60358  0.119
H  -2.90018  5.27543  -2.67231  0.120
H  -3.62356  2.91527  -2.82618  0.120
H  -3.29541  1.39350  -0.92325  0.107
H  2.32841  2.89149  0.29709  0.110
H  3.72349  4.88313  0.73842  0.118
H  5.05618  5.02501  2.81304  0.119
H  5.00256  3.17383  4.44976  0.119
H  3.61753  1.17904  4.02004  0.128
N  0.51617  3.33765  -2.28113  0.201
C  1.34036  2.30516  -2.57982  -0.485
O  2.02878  2.28507  -3.57896  0.091
C  1.38206  1.11732  -1.64388  -0.062
C  2.66156  0.35362  -1.71848  -0.072
C  3.28530  -1.46948  -0.72467  -0.076
C  2.20336  -1.52140  0.36699  -0.076
N  0.04539  -0.23001  -0.05047  -0.058
C  0.29426  0.82914  -0.92356  -0.039
H  0.47963  4.09954  -2.93819  0.127
H  0.00060  3.41950  -1.42330  0.069
H  3.30805  0.89564  -2.40426  0.144
H  4.08668  -2.19873  -0.64861  0.166
H  2.35110  -2.29418  1.12096  0.180
H  -0.56149  1.48620  -0.98763  0.095
Se  -1.16276  -1.85789  4.98879  1.245
N  -1.62960  -1.41072  3.29415  -0.384
C  -2.89265  -1.81977  3.11400  -0.361
C  -3.62900  -1.75462  1.89460  -0.054
C  -4.91359  -2.19057  1.90410  -0.009
C  -5.55191  -2.71646  3.08210  -0.027
C  -4.87692  -2.84367  4.24213  0.019
C  -3.50966  -2.40577  4.28223  -0.345
N  -2.74610  -2.50405  5.35042  -0.184
H  -3.17803  -1.45362  0.95187  0.083
H  -5.47926  -2.16778  0.98134  0.127
H  -6.58247  -3.03698  3.01575  0.124
H  -5.32100  -3.26804  5.13154  0.133

Atoms 1-6, force components in eV/Å:
Ti -0.09 0.06 -0.44
C -0.02 0.00 -0.07
C -0.08 0.05 0.00
C 0.15 -0.01 -0.14
C 0.03 -0.34 0.02
C -0.11 0.39 -0.57


What is the formula in the first record?
C41H33Cl2N6O2Re


Number 1 is which compound?
C41H33Cl2N6O2Re